[1]
# C5H3N

A single C5H3N molecule in a non-equilibrium geometry (ωB97M-V/def2-TZVPD, the Open Molecules 2025 dataset).

Each line ends with the Löwdin charge.
Cartesian coordinates (Å):
N -2.7545 0.0137 0.0308  0.15
C -1.5547 -0.1502 -0.0123  -0.13
C -0.2474 -0.3223 -0.0663  -0.19
C 1.1492 -1.2534 -0.0756  0.10
C 1.9134 -0.1764 0.2825  -0.11
C 0.8640 0.5334 -0.3395  -0.10
H -3.2626 0.1218 0.8975  0.07
H 2.9533 0.0036 0.4471  0.09
H 0.9393 1.2299 -1.1641  0.12

Values from the calculation:
Net charge ... 0
DFT total energy ... -246.8527 a.u.
Orbital gap ... 8.933 eV
HOMO ... -0.3132 Ha
SMILES string ... N=C=C1C2=C[C@H]12



[2]
# C21H14BrFN3O6Ru

A molecular structure, C21H14BrFN3O6Ru (ωB97M-V/def2-TZVPD, the Open Molecules 2025 dataset).

Each line ends with the Löwdin charge.
Cartesian coordinates (Å):
Ru 0.4463 -0.0834 0.0754  1.52
O 4.3727 0.5860 0.1176  0.11
C 3.1693 0.5888 0.0743  -0.54
O 2.3997 -0.4676 -0.1272  -0.16
C 2.3996 1.9039 0.1472  -0.14
C 2.9096 3.1861 0.2120  0.03
C 2.0069 4.2476 0.1867  -0.02
C 0.6361 4.0284 0.0797  0.04
C 0.1921 2.7198 0.0180  -0.14
N 1.0849 1.7455 0.0685  -0.03
C -1.2254 2.2006 -0.1684  -0.55
O -2.1542 2.9692 -0.2321  0.10
O -1.2825 0.8990 -0.3400  -0.16
H 3.9779 3.3352 0.2737  0.13
H 2.3801 5.2617 0.2380  0.11
H -0.0789 4.8374 0.0407  0.13
C -3.5696 -1.0525 -0.0708  -0.03
O -2.2744 -1.6365 -0.1848  -0.09
C -2.0518 -2.9510 -0.0828  -0.20
C -2.9856 -3.9651 0.0221  -0.04
C -2.5466 -5.2844 0.1175  -0.68
Br -3.8414 -6.6605 0.2596  0.75
C -1.2161 -5.6148 0.1071  -0.09
C -0.2613 -4.5956 -0.0067  -0.06
C -0.6808 -3.2738 -0.0979  -0.15
O 0.2132 -2.2543 -0.2151  -0.08
C 1.1750 -4.8632 -0.0227  -0.22
N 2.0639 -3.9065 -0.1401  0.16
C 3.3047 -4.5153 -0.1063  -0.19
C 4.5795 -3.9606 -0.1818  0.01
C 5.6498 -4.8295 -0.1178  -0.08
C 5.4650 -6.2146 0.0181  -0.09
C 4.2047 -6.7755 0.0954  -0.02
C 3.1303 -5.8966 0.0307  -0.18
N 1.7588 -6.0891 0.0771  0.18
H -4.3445 -1.7907 0.1200  0.08
H -3.7834 -0.5232 -0.9963  0.10
H -3.5364 -0.3345 0.7446  0.10
H -4.0439 -3.7588 0.0288  0.10
H -0.9212 -6.6520 0.1804  0.10
H 1.1589 -2.6650 -0.1733  0.07
H 4.7078 -2.8907 -0.2817  0.12
H 6.6568 -4.4381 -0.1712  0.10
H 6.3325 -6.8593 0.0654  0.10
H 4.0676 -7.8434 0.2018  0.11
H 1.2817 -6.9669 0.1756  0.16
F 0.3383 0.1823 1.9306  -0.44

Values from the calculation:
Net charge ... 0
Expectation value of S² ... 0.7542
DFT total energy ... -4193.2023 a.u.
Orbital gap (alpha / beta) ... 7.934 / 7.935 eV
HOMO (alpha / beta) ... -0.3162 / -0.3153 Ha
Multiplicity ... 2



Copy entry 2 word for word.
# C21H14BrFN3O6Ru

A molecular structure, C21H14BrFN3O6Ru (ωB97M-V/def2-TZVPD, the Open Molecules 2025 dataset).

Each line ends with the Löwdin charge.
Cartesian coordinates (Å):
Ru 0.4463 -0.0834 0.0754  1.52
O 4.3727 0.5860 0.1176  0.11
C 3.1693 0.5888 0.0743  -0.54
O 2.3997 -0.4676 -0.1272  -0.16
C 2.3996 1.9039 0.1472  -0.14
C 2.9096 3.1861 0.2120  0.03
C 2.0069 4.2476 0.1867  -0.02
C 0.6361 4.0284 0.0797  0.04
C 0.1921 2.7198 0.0180  -0.14
N 1.0849 1.7455 0.0685  -0.03
C -1.2254 2.2006 -0.1684  -0.55
O -2.1542 2.9692 -0.2321  0.10
O -1.2825 0.8990 -0.3400  -0.16
H 3.9779 3.3352 0.2737  0.13
H 2.3801 5.2617 0.2380  0.11
H -0.0789 4.8374 0.0407  0.13
C -3.5696 -1.0525 -0.0708  -0.03
O -2.2744 -1.6365 -0.1848  -0.09
C -2.0518 -2.9510 -0.0828  -0.20
C -2.9856 -3.9651 0.0221  -0.04
C -2.5466 -5.2844 0.1175  -0.68
Br -3.8414 -6.6605 0.2596  0.75
C -1.2161 -5.6148 0.1071  -0.09
C -0.2613 -4.5956 -0.0067  -0.06
C -0.6808 -3.2738 -0.0979  -0.15
O 0.2132 -2.2543 -0.2151  -0.08
C 1.1750 -4.8632 -0.0227  -0.22
N 2.0639 -3.9065 -0.1401  0.16
C 3.3047 -4.5153 -0.1063  -0.19
C 4.5795 -3.9606 -0.1818  0.01
C 5.6498 -4.8295 -0.1178  -0.08
C 5.4650 -6.2146 0.0181  -0.09
C 4.2047 -6.7755 0.0954  -0.02
C 3.1303 -5.8966 0.0307  -0.18
N 1.7588 -6.0891 0.0771  0.18
H -4.3445 -1.7907 0.1200  0.08
H -3.7834 -0.5232 -0.9963  0.10
H -3.5364 -0.3345 0.7446  0.10
H -4.0439 -3.7588 0.0288  0.10
H -0.9212 -6.6520 0.1804  0.10
H 1.1589 -2.6650 -0.1733  0.07
H 4.7078 -2.8907 -0.2817  0.12
H 6.6568 -4.4381 -0.1712  0.10
H 6.3325 -6.8593 0.0654  0.10
H 4.0676 -7.8434 0.2018  0.11
H 1.2817 -6.9669 0.1756  0.16
F 0.3383 0.1823 1.9306  -0.44

Values from the calculation:
Net charge ... 0
Expectation value of S² ... 0.7542
DFT total energy ... -4193.2023 a.u.
Orbital gap (alpha / beta) ... 7.934 / 7.935 eV
HOMO (alpha / beta) ... -0.3162 / -0.3153 Ha
Multiplicity ... 2